[1]
The following is a quantum chemistry calculation of 2 unconnected molecules or ions with the total composition C3H3N3, from OMol25.

```
9
Properties=species:S:1:pos:R:3:forces:R:3
N 0.3125 2.7221 -0.0537 -0.088 1.256 -0.458
N 1.8815 -1.4576 -0.5073 0.828 -0.749 -0.575
N -1.6489 -0.9989 -0.3667 0.246 0.834 -2.110
C 1.4181 -0.6013 0.0920 -2.252 1.832 1.604
C 0.5415 0.3459 0.8013 1.100 -1.578 -0.292
C 0.4425 1.6496 0.3271 -0.066 -0.986 0.475
H -0.7662 -1.2266 -0.9182 -1.265 0.134 0.635
H 0.0534 0.0309 1.7401 0.377 0.220 -0.774
H -2.2343 -0.4640 -1.1147 1.121 -0.964 1.494
```
Positions in Å, forces in eV/Å.

Calculated values
Energy relative to the best compared isomer or geometry (same formula, charge and spin): 98.81 kcal per mole
Lowest unoccupied orbital energy (alpha / beta): -1.2 / -2.7 eV
HOMO-LUMO gap (alpha / beta): 0.3399 / 0.3319 hartree
HOMO energy (alpha / beta): -10.42 / -11.72 eV
Max |F|: 3.32 eV/A
E_tot: -7625.265 eV

[2]
The following is a quantum chemistry calculation of a molecular structure, C27H54Cl2LaN3O4Si2, from OMol25.

```
93
Properties=species:S:1:pos:R:3:forces:R:3
La -2.4075 0.9322 0.4947 -0.841 -1.486 0.410
Cl -4.0067 -0.3231 -1.4337 -0.163 0.479 -0.246
Cl -1.2319 -1.5466 0.3891 0.259 -0.160 0.204
Si -5.0855 -1.2859 2.4877 1.003 0.109 0.125
Si 2.9877 0.2220 -0.8182 0.575 -0.537 -0.388
O 3.3091 -1.1915 -1.6393 0.177 0.234 -0.011
O -0.6045 1.5662 2.0406 1.548 -0.563 1.265
O -3.9865 2.8184 1.1722 -1.499 0.753 0.636
O -1.9876 2.1747 -1.5849 -0.434 0.941 -1.957
N -2.2915 1.6605 -3.8003 -0.079 0.075 0.441
N -5.5790 4.1251 2.1941 -0.261 0.219 0.237
N 1.3281 1.5406 3.2539 0.196 -0.150 -0.059
C 5.4815 -2.2528 -1.0277 -0.017 -0.274 -0.014
C 1.8363 2.8329 2.7946 0.093 -0.038 0.176
C 7.7211 -1.3836 -1.4102 -0.367 -0.175 0.092
C 8.2410 -2.3055 -0.4916 -0.113 0.135 -0.056
C 4.8295 -3.5134 -3.5179 -0.603 0.032 0.591
C -3.5865 -0.1921 2.5965 0.317 0.334 -0.308
C -3.2861 1.2839 -4.8054 0.005 0.103 -0.086
C -6.6473 -0.2743 2.1212 -0.233 0.080 0.002
C -6.9022 4.2254 2.8346 0.138 -0.070 -0.143
C 0.2126 0.9772 2.8084 -1.010 0.765 -1.231
C -2.6751 2.2081 -2.6482 0.336 -0.754 0.947
C 4.0118 -2.4145 -1.4156 -0.299 0.168 0.134
C 3.8069 1.5584 -1.8261 0.146 0.316 -0.105
C 2.3869 -3.6164 -2.9656 -0.210 -0.069 -0.028
C -5.1295 2.9841 1.6854 1.223 -0.946 -0.640
C -4.7241 5.3079 2.2186 -0.139 -0.066 0.165
C 6.0123 -3.1652 -0.1031 0.056 0.207 -0.224
C 3.8127 -3.2386 -2.6842 0.709 0.289 -0.443
C 4.7012 -4.2140 -4.8321 0.329 -0.161 -0.439
C 2.2114 0.7852 4.1336 0.170 -0.079 -0.025
C 6.3429 -1.3579 -1.6790 0.134 -0.180 0.247
C -5.3736 -2.1936 4.1242 -0.289 -0.095 0.059
C 7.3808 -3.1931 0.1678 0.130 0.077 -0.156
C -0.9602 1.0593 -3.8744 -0.007 -0.051 0.139
C -4.9248 -2.5820 1.1206 -0.088 0.050 -0.076
C 3.7219 0.1621 0.9051 0.171 0.015 0.271
C 1.1594 0.4808 -0.7732 0.012 -0.011 0.304
H 4.6343 -5.3029 -4.7100 -0.037 0.144 -0.026
H 0.8856 1.4859 -0.4166 0.099 -0.157 -0.109
H 2.5929 1.4547 4.9167 -0.213 -0.276 -0.107
H 0.0418 -0.0728 3.1172 -0.056 0.491 -0.013
H 3.0708 0.3855 3.5737 -0.279 0.092 0.225
H 3.8449 -3.8906 -5.4352 0.076 -0.040 0.227
H 5.6048 -4.0159 -5.4226 -0.222 -0.120 0.021
H 2.3718 3.2826 3.6359 -0.209 0.091 -0.108
H 3.6647 1.1674 1.3537 0.065 -0.361 -0.082
H 4.8892 1.3853 -1.9306 -0.314 0.081 0.043
H 1.6335 -0.0324 4.5756 0.310 0.133 0.008
H -4.4035 5.5209 3.2487 -0.008 -0.090 -0.259
H -0.2112 1.8207 -3.6158 -0.179 -0.301 -0.059
H -7.4915 5.0353 2.3805 0.234 -0.261 -0.028
H -5.6977 -3.3587 1.2145 0.132 0.118 0.016
H 3.6589 2.5498 -1.3678 0.050 -0.213 -0.182
H -5.0245 -2.1116 0.1311 0.000 -0.147 0.335
H -3.4718 0.1992 -4.7867 0.081 0.338 0.190
H 3.1873 -0.5448 1.5609 0.129 0.194 -0.246
H -6.8084 4.4562 3.9047 0.137 -0.142 -0.244
H -5.2903 6.1720 1.8553 0.141 -0.149 -0.045
H 5.9389 -0.6758 -2.4306 0.105 -0.194 0.255
H 0.7172 0.3195 -1.7597 0.063 0.039 0.142
H 2.1350 -4.5623 -2.4580 0.027 0.254 -0.138
H 8.3841 -0.7013 -1.9492 -0.193 -0.229 0.242
H -5.8174 2.1229 1.7326 0.109 0.392 0.027
H 3.4677 -2.9354 -0.6096 0.366 -0.004 0.032
H 3.3630 1.5748 -2.8354 0.159 0.030 0.301
H -6.7594 0.5984 2.7822 0.030 -0.226 0.012
H 1.6880 -2.8487 -2.6065 0.223 -0.201 -0.057
H -7.5456 -0.8961 2.2555 0.184 0.149 -0.077
H -3.8584 5.1060 1.5861 -0.132 0.169 0.138
H 5.8457 -3.2507 -3.2348 -0.205 0.035 0.032
H 9.3203 -2.3300 -0.2982 -0.492 -0.016 -0.061
H 5.3366 -3.8864 0.3648 0.245 0.227 -0.059
H -6.2782 -2.8132 4.0779 0.080 -0.004 0.090
H -0.8737 0.2141 -3.1740 -0.103 0.218 -0.247
H -6.6394 0.0842 1.0821 0.010 -0.106 0.126
H -0.7954 0.7091 -4.8968 -0.010 0.082 0.199
H -3.9391 -3.0674 1.1277 -0.186 0.113 0.107
H 2.2202 -3.7577 -4.0397 -0.022 -0.023 0.255
H 1.0283 3.4863 2.4697 0.024 -0.181 0.008
H -7.4470 3.2789 2.7206 0.233 0.276 0.008
H 0.7278 -0.2668 -0.0927 -0.022 0.216 -0.250
H 4.7858 -0.1301 0.8875 -0.361 0.096 -0.044
H 7.7903 -3.9304 0.8669 -0.192 0.328 -0.244
H -2.9286 1.5591 -5.8030 -0.066 0.032 0.161
H -5.4919 -1.4834 4.9537 0.028 -0.093 -0.136
H -4.2285 1.8037 -4.5971 0.249 -0.159 -0.054
H -3.6544 0.6485 3.3113 -0.303 -0.152 0.038
H -2.6470 -0.7351 2.8696 -0.628 0.014 -0.165
H -3.6791 2.6594 -2.6550 0.264 -0.127 -0.007
H -4.5267 -2.8489 4.3673 -0.118 0.136 -0.101
H 2.5746 2.7085 1.9896 -0.380 -0.028 0.103
```
Positions in Å, forces in eV/Å.

Calculated values
Lowest unoccupied orbital energy: 0.1 eV
HOMO-LUMO gap: 0.2346 hartree
HOMO energy: -6.27 eV
Max |F|: 2.21 eV/A
E_tot: -83202.558 eV

[3]
The following is a quantum chemistry calculation of a molecular structure, C2H3CdO4S, from OMol25.

```
11
Properties=species:S:1:pos:R:3:forces:R:3
Cd 0.8415 3.0233 0.5687 0.008 0.671 -0.062
S -1.4150 -0.3999 0.0124 -5.095 -2.949 -5.625
O 1.8245 -1.3004 1.0251 -3.296 3.927 -6.424
O -1.2990 -1.7283 -0.8317 0.595 5.218 3.735
O -2.5585 0.5024 -0.5247 4.673 -2.235 2.764
O 1.7568 -1.2353 -1.4731 -2.814 3.706 6.956
C 1.3886 -0.7761 -0.1233 5.450 -6.140 0.362
C 0.2839 0.4750 -0.0142 0.198 0.542 -1.209
H -1.6731 -0.8486 1.3461 0.716 0.920 -1.103
H 0.4059 1.1702 -0.9629 -0.555 -1.768 1.312
H 0.4446 1.1177 0.9775 0.121 -1.891 -0.705
```
Positions in Å, forces in eV/Å.

Calculated values
Energy relative to the best compared isomer or geometry (same formula, charge and spin): 100.58 kcal per mole
Lowest unoccupied orbital energy: -10.3 eV
HOMO-LUMO gap: 0.1445 hartree
HOMO energy: -14.23 eV
Total charge: +1
Max |F|: 8.37 eV/A
E_tot: -25693.297 eV

[4]
The following is a quantum chemistry calculation of 2 unconnected molecules or ions with the total composition C3H8O2, from OMol25.

```
13
Properties=species:S:1:pos:R:3:forces:R:3
O 0.3223 -1.7925 0.8037 3.644 1.388 1.870
O 1.7715 0.5736 -2.0081 -0.203 2.011 0.794
C -0.5001 0.3805 0.7644 -1.640 3.581 -0.676
C -0.6025 -0.8660 0.5325 -2.875 -3.747 -2.715
C -1.4657 1.5035 0.3557 -0.932 -0.897 -1.577
H 1.1060 -1.2147 1.2324 -2.291 -2.359 -1.212
H -1.4541 -1.3555 -0.0812 1.226 1.015 1.315
H 1.9152 -0.3082 -2.2150 0.296 -2.713 -1.463
H 1.9093 0.4883 -1.0662 -0.129 0.710 0.634
H -0.8934 2.2299 -0.2952 -0.812 -0.422 1.063
H -1.9194 1.9089 1.2581 0.327 0.658 -0.086
H 0.4138 0.7006 1.1696 1.204 0.686 0.890
H -2.4174 1.1940 -0.2820 2.185 0.089 1.164
```
Positions in Å, forces in eV/Å.

Calculated values
Energy relative to the best compared isomer or geometry (same formula, charge and spin): 48.00 kcal per mole
Lowest unoccupied orbital energy: 0.6 eV
HOMO-LUMO gap: 0.3522 hartree
HOMO energy: -9.03 eV
Max |F|: 5.45 eV/A
E_tot: -7333.969 eV

What is the max |F| in the fourth record?
5.45 eV/A

What is the max |F| in the second record?
2.21 eV/A